Entry from the Open Molecules 2025 dataset: C22H13BrN4PtSe as an isolated structure (ωB97M-V/def2-TZVPD).

Cartesian coordinates (Å):
Pt 1.5971 0.2944 0.7335
Br 2.4860 -0.9093 -6.4113
C 2.1381 -0.1494 -4.7059
C 1.4541 1.0534 -4.6151
C 1.1278 1.5663 -3.3785
C 1.4867 0.8838 -2.2006
C 2.2432 -0.2988 -2.3299
C 2.5528 -0.8194 -3.5625
N 1.2051 1.3198 -0.9315
C 0.7032 2.5423 -0.6451
C 0.8269 2.9939 0.6697
C 0.1610 4.1282 1.1995
C 0.2550 4.4011 2.5354
C 1.0643 3.5901 3.3491
C 1.7156 2.5190 2.7772
N 1.6198 2.2168 1.4871
H 1.1767 1.5855 -5.5126
H 0.5813 2.4954 -3.3404
H 2.5963 -0.7965 -1.4283
H 3.1174 -1.7356 -3.6399
H 0.2500 3.1683 -1.3991
H -0.4754 4.7015 0.5442
H -0.2979 5.2185 2.9714
H 1.1552 3.7769 4.4071
H 2.3438 1.8740 3.3795
N -6.5558 -4.5817 1.4989
C -5.5217 -4.1563 1.2431
C -4.2580 -3.5943 0.9511
C -3.2981 -4.3164 0.2359
C -2.0631 -3.7610 -0.0238
C -1.7671 -2.4792 0.4441
C -2.7308 -1.7588 1.1656
C -3.9649 -2.3085 1.4195
C -0.5223 -1.8437 0.2654
C 0.5548 -1.2766 0.1892
H -3.5276 -5.3135 -0.1091
H -1.3106 -4.3138 -0.5667
H -2.4772 -0.7728 1.5282
H -4.7082 -1.7623 1.9823
Se 3.8941 -1.7646 4.3710
C 2.9315 -1.0534 3.1343
N 2.2412 -0.5636 2.3179

Atoms 1-2, force components in eV/Å:
Pt -0.655 -0.163 -0.233
Br 0.038 0.099 0.091

Output
- Electronic energy: -6159.805098 Eh
- Lowest unoccupied orbital energy (spin up / spin down): 0.1 / -4.0 eV
- Expectation value of S²: 2.0495
- Highest occupied orbital energy (spin up / spin down): -6.75 / -8.14 eV
- Kohn-Sham gap (spin up / spin down): 6.833 / 4.170 eV
- Total charge: 0
- Spin multiplicity: 3